No. 1
This record from the Open Molecules 2025 dataset describes a structure of composition C46H40ClN6O8P2STi. The level of theory is ωB97M-V with the def2-TZVPD basis set.

Structure (XYZ):
```
105
Properties=species:S:1:pos:R:3
Ti -0.001 0.775 -1.424
N 1.464 1.390 -5.467
C 0.921 1.618 -4.269
S 1.876 1.222 -2.841
N -0.241 2.191 -4.163
N -0.540 2.309 -2.832
C -1.220 3.305 -2.438
C -1.306 3.494 -0.996
C -2.024 4.533 -0.433
C -1.970 4.722 0.937
C -1.197 3.861 1.696
C -0.531 2.831 1.057
N -0.567 2.636 -0.261
H 2.282 0.812 -5.542
H 0.908 1.562 -6.289
H -1.613 4.030 -3.142
H -2.611 5.179 -1.071
H -2.521 5.528 1.403
H -1.119 3.963 2.769
H 0.048 2.125 1.625
C 0.117 -0.223 2.675
N 1.548 -0.389 2.543
C 2.213 0.792 2.035
P 2.293 0.738 0.176
C 3.462 -0.656 0.009
C 4.815 -0.453 0.300
C 5.700 -1.518 0.312
C 5.246 -2.805 0.051
C 3.903 -3.018 -0.210
C 3.015 -1.951 -0.231
C 3.296 2.228 -0.162
C 4.333 2.235 -1.096
C 5.016 3.406 -1.379
C 4.672 4.591 -0.743
C 3.638 4.599 0.179
C 2.954 3.426 0.465
C 2.205 -1.037 3.645
C 3.318 -1.829 3.383
C 3.981 -2.459 4.424
C 3.531 -2.319 5.730
C 2.418 -1.536 5.990
C 1.757 -0.889 4.953
P -0.810 -0.302 1.060
C -2.464 0.153 1.701
C -3.207 1.221 1.205
C -4.450 1.527 1.743
C -4.960 0.777 2.789
C -4.227 -0.289 3.296
C -2.993 -0.602 2.754
C -0.968 -2.100 0.821
C 0.088 -2.965 1.104
C -0.048 -4.328 0.881
C -1.231 -4.839 0.370
C -2.292 -3.985 0.102
C -2.163 -2.625 0.332
H -0.163 0.725 3.161
H -0.270 -1.027 3.300
H 3.258 0.813 2.345
H 1.758 1.715 2.414
H 5.185 0.536 0.534
H 6.745 -1.342 0.533
H 5.940 -3.636 0.057
H 3.536 -4.018 -0.404
H 1.976 -2.142 -0.437
H 4.608 1.325 -1.611
H 5.820 3.392 -2.103
H 5.210 5.503 -0.965
H 3.362 5.517 0.680
H 2.146 3.465 1.185
H 3.652 -1.957 2.362
H 4.844 -3.076 4.210
H 4.044 -2.820 6.539
H 2.061 -1.419 7.005
H 0.896 -0.271 5.173
H -2.839 1.817 0.384
H -5.022 2.348 1.330
H -5.931 1.012 3.205
H -4.623 -0.884 4.108
H -2.449 -1.457 3.136
H 1.018 -2.583 1.506
H 0.776 -4.990 1.115
H -1.334 -5.902 0.197
H -3.228 -4.378 -0.273
H -3.007 -1.974 0.152
O -0.444 -2.975 -2.878
Cl 0.210 -1.735 -3.047
O -0.617 -0.726 -3.656
O 1.463 -1.862 -3.687
O 0.449 -1.172 -1.636
O -3.416 1.849 -2.170
C -2.971 0.722 -2.123
O -1.834 0.467 -1.463
C -3.691 -0.427 -2.732
C -3.247 -1.734 -2.609
C -3.956 -2.778 -3.183
C -5.119 -2.518 -3.888
C -5.545 -1.204 -3.996
C -4.858 -0.149 -3.436
N -6.789 -0.919 -4.743
O -7.367 -1.861 -5.241
O -7.137 0.240 -4.827
H -2.342 -1.940 -2.067
H -3.590 -3.793 -3.091
H -5.695 -3.304 -4.353
H -5.218 0.863 -3.540
```

## Properties
Total charge ... +1
Highest occupied orbital energy ... -10.96 eV
Total energy ... -138710.7254 eV

---

No. 2
This record from the Open Molecules 2025 dataset describes a structure of composition C46H41BiN4O2S. The level of theory is ωB97M-V with the def2-TZVPD basis set.

Structure (XYZ):
```
95
Properties=species:S:1:pos:R:3
Bi 0.753 -0.594 1.007
O 1.321 1.207 0.128
C 2.687 1.627 0.251
C 3.672 0.515 -0.274
C 3.119 -0.148 -1.502
C 3.523 0.209 -2.807
C 2.930 -0.377 -3.924
C 1.895 -1.265 -3.648
C 1.564 -1.644 -2.354
C 0.435 -2.511 -2.007
C -0.819 -1.675 -1.632
O -0.710 -0.951 -0.408
C -1.974 -2.662 -1.429
C -3.036 -2.288 -0.583
C -4.165 -3.072 -0.473
C -4.273 -4.292 -1.139
C -3.186 -4.712 -1.932
C -2.090 -3.873 -2.141
C -1.172 -0.650 -2.704
C -2.048 -0.883 -3.770
C -2.370 0.093 -4.699
C -1.757 1.347 -4.649
C -0.858 1.574 -3.604
C -0.525 0.591 -2.644
N 2.152 -1.026 -1.294
C 2.982 1.845 1.748
C 1.997 2.459 2.475
C 2.107 2.606 3.873
C 3.316 2.368 4.491
C 4.334 1.792 3.762
C 4.196 1.498 2.398
C 2.807 2.918 -0.539
C 2.081 3.046 -1.668
C 2.178 4.244 -2.391
C 3.122 5.218 -2.003
C 3.983 4.937 -0.950
C 3.792 3.860 -0.189
H 3.802 -0.301 0.433
H 4.661 0.921 -0.487
H 4.390 0.888 -2.788
H 3.119 -0.125 -4.948
H 1.370 -1.749 -4.424
H 0.710 -3.159 -1.124
H 0.186 -3.071 -2.874
H -2.945 -1.342 -0.056
H -4.974 -2.735 0.194
H -5.104 -4.966 -1.014
H -3.289 -5.672 -2.494
H -1.329 -4.246 -2.805
H -2.529 -1.843 -3.891
H -3.071 -0.167 -5.479
H -2.029 2.108 -5.379
H -0.456 2.523 -3.505
H 0.196 0.778 -1.816
H 1.116 2.719 1.922
H 1.318 3.000 4.539
H 3.348 2.543 5.567
H 5.252 1.461 4.268
H 4.988 0.947 1.882
H 1.347 2.325 -1.978
H 1.584 4.485 -3.253
H 3.148 6.158 -2.517
H 4.713 5.677 -0.592
H 4.473 3.647 0.643
C -3.178 3.791 0.879
C -2.463 3.017 -0.027
C -1.741 1.919 0.386
C -1.801 1.467 1.707
C -2.580 2.210 2.583
C -3.242 3.352 2.177
N -0.984 0.370 2.145
C -1.568 -0.548 3.010
C -0.745 -1.185 3.973
C -1.273 -2.088 4.847
C -2.645 -2.384 4.777
C -3.483 -1.755 3.888
C -2.954 -0.837 3.030
H -3.693 4.677 0.540
H -2.324 3.162 -1.080
H -1.220 1.365 -0.426
H -2.595 1.912 3.645
H -3.734 3.909 2.915
H 0.290 -0.932 3.947
H -0.636 -2.566 5.593
H -3.020 -3.108 5.515
H -4.534 -1.945 3.926
H -3.596 -0.299 2.321
N -1.176 -3.998 1.742
C 0.058 -4.357 1.289
N 0.198 -5.074 0.173
S 1.398 -3.941 2.258
H -2.009 -3.949 1.187
H -1.167 -3.358 2.538
H -0.603 -5.390 -0.404
H 1.064 -5.572 0.146
```

## Properties
Highest occupied orbital energy ... -6.95 eV
Total energy ... -75098.9448 eV

---

No. 3
This record from the Open Molecules 2025 dataset describes a structure of composition C46H41IrN3PS2Te. The level of theory is ωB97M-V with the def2-TZVPD basis set.

Structure (XYZ):
```
95
Properties=species:S:1:pos:R:3
Ir 12.030 6.514 16.716
S 14.526 5.924 17.620
C 15.746 6.388 16.511
N 17.048 6.359 16.920
C 18.078 6.352 15.910
C 17.753 7.419 14.883
N 16.435 7.175 14.348
C 16.224 7.403 12.932
C 16.788 6.280 12.099
C 17.860 6.493 11.249
C 18.376 5.453 10.491
C 17.828 4.185 10.589
C 16.761 3.961 11.452
C 16.247 5.001 12.202
C 15.446 6.729 15.171
S 13.866 6.571 14.557
C 17.439 6.135 18.296
C 18.252 7.298 18.794
C 19.594 7.159 19.123
C 20.335 8.263 19.531
C 19.742 9.508 19.597
C 18.398 9.653 19.276
C 17.662 8.555 18.876
H 18.135 5.371 15.425
H 19.038 6.554 16.380
H 18.481 7.397 14.070
H 17.795 8.405 15.358
H 16.690 8.350 12.660
H 15.160 7.490 12.777
H 18.287 7.489 11.175
H 19.211 5.640 9.825
H 18.234 3.368 9.998
H 16.333 2.965 11.535
H 15.413 4.827 12.875
H 18.005 5.201 18.381
H 16.533 6.025 18.879
H 20.060 6.179 19.072
H 21.383 8.140 19.795
H 20.322 10.371 19.899
H 17.924 10.624 19.336
H 16.613 8.666 18.623
C 12.954 10.645 17.767
C 12.335 11.352 16.744
C 11.655 10.666 15.754
C 11.593 9.269 15.781
C 12.217 8.545 16.814
C 12.899 9.261 17.798
C 10.933 8.488 14.744
C 10.252 9.013 13.639
C 9.655 8.163 12.743
C 9.819 6.775 12.877
C 9.282 5.845 11.955
C 9.561 4.483 12.085
C 10.386 4.022 13.068
C 10.980 4.901 14.061
C 10.602 6.317 13.954
N 11.050 7.154 14.900
H 13.488 11.184 18.546
H 12.390 12.431 16.716
H 11.172 11.228 14.958
H 13.401 8.727 18.600
H 10.177 10.080 13.514
H 9.080 8.559 11.910
H 8.692 6.208 11.124
H 9.167 3.792 11.352
H 10.653 2.972 13.119
H 12.071 4.802 14.088
Te 10.707 4.236 16.209
C 11.216 4.679 19.641
P 11.392 6.403 19.023
C 12.259 6.987 20.539
C 11.643 7.726 21.546
C 12.252 7.843 22.785
C 13.479 7.244 23.028
C 14.125 6.568 22.008
C 13.515 6.433 20.773
C 9.728 7.095 19.229
C 9.566 8.475 19.133
C 8.309 9.042 19.241
C 7.196 8.232 19.411
C 7.344 6.857 19.490
C 8.606 6.288 19.407
H 10.920 4.680 20.688
H 12.191 4.191 19.539
H 10.489 4.112 19.057
H 10.675 8.177 21.382
H 11.757 8.398 23.577
H 13.926 7.304 24.016
H 15.093 6.116 22.180
H 14.013 5.876 19.994
H 10.436 9.107 18.966
H 8.196 10.117 19.179
H 6.213 8.671 19.476
H 6.476 6.219 19.607
H 8.710 5.214 19.482
```

## Properties
Multiplicity ... 5
Highest occupied orbital energy (alpha / beta) ... -5.88 / -7.24 eV
Expectation value of S² ... 6.0682
Total energy ... -93929.0274 eV

---

Q: Which largest force on an atom values were calculated for the entries above? A: 0.93; 2.82; 0.77, in eV/A.
Q: Which energy relative to the best compared isomer or geometry (same formula, charge and spin) values were calculated for the entries above? A: 1.0150; 0.0000; 0.0033, in eV.